1.
A structure of composition C18H13LaO5P, computed with ωB97M-V with the def2-TZVPD basis set.

Values from the calculation:
* ΔE to the lowest compared entry with this formula, charge and spin: 0.0 kcal per mole
* largest force on an atom: 11.36 eV/Å
* total charge: +3
* Kohn-Sham gap: 4.43 eV
* multiplicity: 1
* E_HOMO: -18.24 eV

XYZ file:
```
38
C18H13LaO5P (ωB97M-V with the def2-TZVPD basis set)
O -0.3415 -0.1213 -6.5109
C -0.3418 -0.1211 -5.3550
La -0.3496 -0.1273 -2.5629
O -2.1159 -3.1175 -2.3666
C -1.5345 -2.1214 -2.4946
C 0.8542 1.8775 -2.5024
O 1.4311 2.8751 -2.3642
C -2.3505 1.0609 -2.4965
O -3.3365 1.6609 -2.3691
C 1.6644 -1.3022 -2.4951
O 2.6515 -1.8990 -2.3625
C -1.6463 0.0018 2.0841
P -0.8590 0.0164 0.4689
C -0.0801 1.6888 0.7653
C -0.7273 2.7870 0.1632
C -0.2629 4.0905 0.4502
C 0.7915 4.2681 1.3612
C 1.3921 3.1697 1.9880
C 0.9523 1.8559 1.7101
C 0.0182 -1.6185 0.7682
C 1.3789 -1.6932 1.1097
C 1.9276 -2.9716 1.3691
C 1.1255 -4.1181 1.2865
C -0.2333 -4.0263 0.9438
C -0.8005 -2.7614 0.6886
H -2.3036 0.8784 2.1477
H -0.9082 0.0506 2.8796
H -2.2360 -0.9202 2.1926
H -1.5546 2.6527 -0.5302
H -0.7315 4.9278 -0.0300
H 1.1377 5.2709 1.5839
H 2.1895 3.2998 2.6943
H 1.3885 1.0050 2.2066
H 1.9865 -0.8028 1.1557
H 2.9650 -3.0339 1.6288
H 1.5611 -5.0888 1.4927
H -0.8485 -4.9055 0.8796
H -1.8537 -2.6878 0.4216
```

Atom charges from the Löwdin analysis, given in e for atoms 1 to 2: O 0.185; C 0.027

---

2.
A structure of composition C18H14AuF5N3O5S2, computed with ωB97M-V with the def2-TZVPD basis set.

Values from the calculation:
* ΔE to the lowest compared entry with this formula, charge and spin: 31.2 kcal per mole
* largest force on an atom: 2.79 eV/Å
* total charge: -1
* Kohn-Sham gap: 4.98 eV
* multiplicity: 1
* E_HOMO: -5.08 eV

XYZ file:
```
48
C18H14AuF5N3O5S2 (ωB97M-V with the def2-TZVPD basis set)
Au 0.3341 0.2859 -0.4192
O 6.3317 0.5401 2.8414
C 6.3457 0.9509 1.6990
O 7.1914 1.3058 0.8984
C 4.8613 1.0325 1.0692
C 4.6636 0.7180 -0.2636
C 3.3646 0.7012 -0.7417
N 2.3328 0.9963 0.0376
C 2.5336 1.3432 1.2990
C 3.7959 1.3690 1.8742
C 1.3066 1.7552 2.1723
O 1.5410 2.2883 3.2374
O 0.1920 1.5125 1.6498
H 5.5000 0.4857 -0.9030
H 3.1471 0.4432 -1.7678
H 3.8909 1.6337 2.9155
C -2.3282 -1.1894 -0.3715
O -1.6484 -0.1026 -0.8663
H -3.3907 -1.0760 -0.6444
H -2.2744 -1.2609 0.7235
H -1.9746 -2.1472 -0.7913
S -0.0280 2.4830 -1.7847
C -1.5776 2.6342 -1.1153
N -2.6024 2.7710 -1.9601
C -3.9856 2.8181 -1.5446
C -4.0718 3.3740 -0.1259
C -3.0760 2.6311 0.7602
N -1.7529 2.7632 0.1896
H -2.3950 2.5952 -2.9312
H -4.4236 1.8128 -1.5870
H -4.5219 3.4616 -2.2485
H -5.0833 3.2598 0.2614
H -3.8210 4.4371 -0.1296
H -3.3386 1.5681 0.8354
H -3.0499 3.0623 1.7630
H -0.9693 2.4694 0.7866
F -1.5497 -6.8032 -0.7518
C -0.8451 -5.6702 -0.5831
C 0.1511 -5.3238 -1.4912
F 0.4011 -6.1346 -2.5344
C 0.8765 -4.1581 -1.3128
F 1.8213 -3.8465 -2.2092
C 0.6392 -3.2957 -0.2302
S 1.6117 -1.8891 -0.0098
C -0.3556 -3.6814 0.6805
F -0.6042 -2.9202 1.7497
C -1.0995 -4.8361 0.5016
F -2.0639 -5.1679 1.3751
```

Atom charges from the Löwdin analysis, given in e for atoms 1 to 2: Au 0.901; O -0.005

---

3.
A structure of composition C18H14CeCl3N3O2, computed with ωB97M-V with the def2-TZVPD basis set.

Values from the calculation:
* ΔE to the lowest compared entry with this formula, charge and spin: 6.1 kcal per mole
* largest force on an atom: 1.64 eV/Å
* total charge: +1
* Kohn-Sham gap (alpha / beta): 5.97 / 5.99 eV
* multiplicity: 2
* E_HOMO (alpha / beta): -10.32 / -10.32 eV

XYZ file:
```
41
C18H14CeCl3N3O2 (ωB97M-V with the def2-TZVPD basis set)
Ce 1.0018 -0.3550 1.5162
O -1.8726 -0.1267 -5.2867
C -2.4301 0.3548 -4.3228
O -3.3435 1.1343 -4.1167
C -1.7095 -0.0310 -2.9236
C -2.2535 0.3989 -1.7231
C -1.5223 0.2559 -0.5507
N -0.2936 -0.3236 -0.5506
C 0.2611 -0.6902 -1.7324
C -0.4122 -0.5149 -2.9388
C 1.6023 -1.3025 -1.6893
C 2.1500 -1.9287 -2.8147
C 3.4105 -2.4889 -2.7439
C 4.1076 -2.4202 -1.5431
C 3.5142 -1.7763 -0.4739
N 2.2932 -1.2214 -0.5257
C -2.0575 0.7074 0.7479
C -3.2502 1.4346 0.8333
C -3.7311 1.8296 2.0649
C -3.0087 1.5001 3.2080
C -1.8242 0.8070 3.0535
N -1.3390 0.4150 1.8648
H -3.2380 0.8312 -1.7602
H 0.0172 -0.7464 -3.9003
H 1.5891 -1.9841 -3.7321
H 3.8419 -2.9680 -3.6078
H 5.0880 -2.8528 -1.4403
H 4.0392 -1.6897 0.4764
H -3.7942 1.7012 -0.0571
H -4.6532 2.3873 2.1356
H -3.3581 1.7821 4.1880
H -1.2349 0.5371 3.9276
Cl 1.3126 1.9385 3.2669
C 0.8035 3.1645 2.0932
Cl 0.9569 2.4240 0.4864
H 1.4568 4.0335 2.1628
H -0.2395 3.4276 2.2651
Cl 0.8655 -1.2398 4.3062
C 2.1545 -1.8303 3.0876
H 2.0090 -2.9221 3.1158
H 3.0910 -1.6521 3.6339
```

Atom charges from the Löwdin analysis, given in e for atoms 1 to 2: Ce 0.913; O 0.022

---

4.
The molecule C18H14Cl2N2S, computed with ωB97M-V with the def2-TZVPD basis set.

Values from the calculation:
* largest force on an atom: 1.24 eV/Å
* SMILES string: Clc1ccc(Cc2ccc(SCc3ccccc3)nn2)c(Cl)c1
* Kohn-Sham gap: 8.88 eV
* multiplicity: 1
* E_HOMO: -8.45 eV

XYZ file:
```
37
C18H14Cl2N2S (ωB97M-V with the def2-TZVPD basis set)
Cl -6.0569 1.2939 -1.2237
C -4.7786 0.4876 -0.3924
C -4.9624 -0.8049 0.0709
C -3.9256 -1.4361 0.7341
C -2.7058 -0.8077 0.9512
C -1.5854 -1.5057 1.6654
C -0.3513 -1.6112 0.8125
C -0.4222 -1.9243 -0.5559
C 0.7558 -1.9766 -1.2559
C 1.9329 -1.7101 -0.5353
S 3.4712 -1.7280 -1.3608
C 4.5699 -1.0280 -0.0653
C 4.3768 0.4490 0.0420
C 4.8744 1.2894 -0.9478
C 4.6746 2.6552 -0.8724
C 3.9700 3.1951 0.1910
C 3.4692 2.3632 1.1776
C 3.6703 0.9957 1.1060
N 1.9231 -1.4543 0.7613
N 0.8026 -1.4050 1.4154
C -2.5514 0.4929 0.4714
Cl -1.0532 1.3262 0.7016
C -3.5746 1.1449 -0.1967
H -5.9023 -1.3091 -0.0863
H -4.0681 -2.4440 1.0948
H -1.3133 -0.9620 2.5731
H -1.9041 -2.5101 1.9548
H -1.3756 -2.1052 -1.0304
H 0.8010 -2.2033 -2.3096
H 4.3252 -1.5430 0.8609
H 5.5745 -1.2852 -0.4002
H 5.4146 0.8653 -1.7828
H 5.0669 3.2996 -1.6456
H 3.8104 4.2619 0.2481
H 2.9159 2.7794 2.0068
H 3.2699 0.3462 1.8689
H -3.4329 2.1505 -0.5578
```

Atom charges from the Löwdin analysis, given in e for atoms 1 to 2: Cl 0.684; C -0.675

---

5.
A structure of composition C18H14Cl3N4O2Zr, computed with ωB97M-V with the def2-TZVPD basis set.

Values from the calculation:
* ΔE to the lowest compared entry with this formula, charge and spin: 79.4 kcal per mole
* largest force on an atom: 4.18 eV/Å
* total charge: +3
* Kohn-Sham gap: 6.11 eV
* multiplicity: 1
* E_HOMO: -17.73 eV

XYZ file:
```
42
C18H14Cl3N4O2Zr (ωB97M-V with the def2-TZVPD basis set)
Zr -0.0249 0.5615 -0.5071
C -3.0483 -4.3609 -1.7980
C -2.1887 -4.8045 -0.7418
C -1.3545 -3.8276 -0.1265
C -1.4207 -2.5425 -0.5925
C -2.2788 -2.1165 -1.6363
C -3.0766 -3.0480 -2.2367
N -0.8428 -1.4945 0.1844
N -0.4277 -1.7715 1.3282
C 0.1036 -0.8069 2.1230
C 0.7077 -1.2987 3.3044
C 1.2007 -0.2875 4.1794
C 0.9909 1.0595 3.8309
C 0.4368 1.4004 2.6212
N 0.0324 0.4755 1.7253
H -3.7826 -5.0602 -2.1340
H -2.1467 -5.8118 -0.5161
H -0.7615 -4.0708 0.7620
H -2.4575 -1.0289 -1.9411
H -3.8165 -2.7274 -3.0612
H 0.7051 -2.2505 3.8316
H 1.5467 -0.5454 5.1997
H 1.1299 1.8434 4.6545
H 0.2569 2.4289 2.3708
C 2.9483 4.2438 0.5054
C 1.8091 4.3624 -0.2498
C 0.9416 3.2446 -0.4446
N 1.3598 2.0162 -0.0921
C 2.5936 1.8832 0.5643
C 3.2900 2.9704 0.9399
H 3.4926 5.1088 0.8229
H 1.4246 5.3249 -0.5872
H -0.1041 3.2302 -0.8398
H 2.9621 0.9365 0.7634
H 4.1044 2.8147 1.6234
Cl -2.4441 1.0933 -4.4425
C -1.1989 0.1571 -3.9801
Cl -0.7711 -1.3873 -4.2000
Cl 0.7393 1.9403 -3.9448
C -0.1659 0.8226 -2.9818
O 0.5691 -0.1411 -2.3102
O -1.0337 1.4640 -1.9705
```

Atom charges from the Löwdin analysis, given in e for atoms 1 to 2: Zr 1.976; C 0.004

---

6.
A structure of composition C18H14FeLiO3, computed with ωB97M-V with the def2-TZVPD basis set.

Values from the calculation:
* largest force on an atom: 5.28 eV/Å
* total charge: +1
* Kohn-Sham gap: 5.52 eV
* multiplicity: 1
* E_HOMO: -9.23 eV

XYZ file:
```
37
C18H14FeLiO3 (ωB97M-V with the def2-TZVPD basis set)
O -3.5032 4.4357 1.2309
C -2.7653 3.9517 0.4973
Fe -1.5278 3.1201 -0.6819
C -2.7725 3.1602 -2.0747
O -3.5206 3.1434 -2.9395
C -0.8365 4.7780 -1.1885
O -0.3763 5.7801 -1.4941
C -1.8150 1.1207 -0.1610
C -1.1552 1.7309 1.0183
C -0.0238 2.6243 0.6644
C 0.5382 2.6133 -0.5995
C -0.0597 1.8841 -1.6262
C -1.2234 1.1476 -1.4153
H -2.7560 0.5228 -0.0179
H -1.8912 2.2282 1.7124
H -0.7561 0.9112 1.6351
H 0.4678 3.2326 1.4714
H 1.4503 3.2174 -0.8014
H 0.3865 1.9056 -2.6354
H -1.6936 0.5859 -2.2541
C 2.3222 -2.6351 -1.1628
Li 1.9871 -2.0606 1.0498
C 1.2718 -1.7429 -1.4531
C 0.1837 -1.9906 -0.5873
C 0.4746 -3.0936 0.2849
C 1.9073 -3.5993 -0.1296
C 2.7382 -4.0948 0.9204
C 2.2373 -4.2840 2.2230
C 0.9540 -3.8566 2.5746
C 0.1117 -3.2299 1.6439
H 2.8031 -3.1452 -2.0031
H 1.2099 -1.0757 -2.3205
H -0.7865 -1.4570 -0.6394
H 3.8089 -4.2511 0.6999
H 2.8616 -4.7847 2.9825
H 0.5874 -4.0306 3.6012
H -0.8391 -2.7619 1.9752
```

Atom charges from the Löwdin analysis, given in e for atoms 1 to 2: O 0.226; C 0.000

---

Which formula does entry 4 have?
C18H14Cl2N2S

---

Among the records above, which one has the highest largest force on an atom?
C18H13LaO5P

---

Which value of multiplicity does entry 1 give?
1

---

Which formula does entry 1 have?
C18H13LaO5P